Density functional theory data (ωB97M-V/def2-TZVPD) for 3 unconnected molecules or ions with the total composition C4H14NOS.

The net charge is +1. The value obtained for the gap between HOMO and LUMO is 4.573 eV. The HOMO energy is -14.03 eV. The energy relative to the best compared isomer or geometry (same formula, charge and spin) comes out at 168.8 kcal per mole. Its strongest force on any atom is 0.084 Eh/bohr.

The geometry in XYZ format:
```
21
C4H14NOS ωB97M-V/def2-TZVPD
C -1.3061 -0.1651 1.2205
C -0.1217 -0.8557 2.0679
C 0.9675 -1.4334 1.1220
S 0.3557 0.3791 -1.6322
C 0.3984 1.0108 -3.3847
N -1.9298 -0.9186 0.1165
H -0.7060 0.6608 0.7091
H -2.1237 0.3410 1.8238
H 0.4816 0.1065 2.3371
H -0.4311 -1.3647 3.0346
H 0.6346 -2.1699 0.3502
H 1.4564 -0.5765 0.6115
H -0.6342 1.0229 -3.8909
H 0.8081 1.9892 -3.4131
H 1.0637 0.3501 -3.9070
H -2.0493 -1.7979 0.4651
H 1.7579 -1.9524 1.7059
H -1.3908 -0.7567 -0.7331
H 1.2410 2.7410 0.5878
H 0.5717 1.5716 -0.0041
O 0.9562 1.8181 0.8130
```



Density functional theory data (ωB97M-V/def2-TZVPD) for 2 unconnected molecules or ions with the total composition C4H9NO.

The value obtained for the gap between HOMO and LUMO is 10.365 eV. As for the SMILES: C/C=N/C=O.C. The HOMO energy is -10.09 eV. The energy relative to the best compared isomer or geometry (same formula, charge and spin) comes out at 36.6 kcal per mole. Its strongest force on any atom is 0.010 Eh/bohr.

The geometry in XYZ format:
```
15
C4H9NO ωB97M-V/def2-TZVPD
C 0.3002 0.2347 -1.8111
C -0.7707 -0.0102 -0.7991
N -0.9119 -1.1451 -0.2341
C -1.9898 -1.2415 0.6743
O -3.0424 -0.6576 0.5779
H -0.1151 0.0846 -2.8151
H 1.1265 -0.4664 -1.6719
H 0.6689 1.2636 -1.7565
H -1.4397 0.8231 -0.5467
H -1.7835 -1.9511 1.4923
C 1.5917 0.6119 1.3789
H 1.4291 1.4140 0.6523
H 2.6632 0.4291 1.4805
H 1.1736 0.9107 2.3430
H 1.1001 -0.2997 1.0354
```



Density functional theory data (ωB97M-V/def2-TZVPD) for a molecular structure, C17H52B2ClCoN2O7.

The net charge is -1. The value obtained for the gap between HOMO and LUMO (spin up / spin down) is 7.205 / 7.191 eV. The expectation value of S² is 3.76. The HOMO energy (spin up / spin down) is -4.71 / -4.70 eV. Its strongest force on any atom is 0.086 Eh/bohr. The spin multiplicity is 4.

The geometry in XYZ format:
```
82
C17H52B2ClCoN2O7 ωB97M-V/def2-TZVPD
Co 2.0210 -0.5026 0.7665
B -0.1669 -0.9799 0.0961
H -0.7718 -1.7156 0.6032
H -0.6717 -0.5534 -0.7568
H 0.0365 -0.1659 0.7745
H 0.7745 -1.4015 -0.2203
B 2.4736 1.1942 -0.5532
H 2.9004 2.0089 -1.1174
H 2.0734 0.4452 -1.2188
H 3.1832 0.7125 0.1016
H 1.5941 1.5574 -0.0445
Cl 3.4064 -2.1814 -0.2959
C -3.2885 -3.6031 0.8197
C -2.4550 -4.2789 -0.2875
O -1.0636 -4.0635 -0.0404
O -3.3022 -2.1772 0.5364
H -3.0182 -3.8261 1.8518
H -4.3411 -3.8305 0.6512
H -2.6864 -3.7977 -1.2378
H -2.5746 -5.3616 -0.3255
H -0.8629 -3.1272 -0.1081
H -2.4041 -1.8790 0.6978
C -4.7484 1.9428 1.5493
O -3.5773 2.5197 0.8869
C -2.3768 1.8025 1.1038
C -1.1264 2.4402 0.4206
N -0.8575 1.7677 -0.9567
C -1.8820 2.1898 -1.9710
C -1.6736 3.6122 -2.5461
O -0.2735 3.8010 -2.8808
C -0.1839 4.3595 -4.1741
H -5.6754 2.5154 1.5183
H -4.5739 1.8552 2.6217
H -4.9019 0.9447 1.1390
H -2.5452 0.7950 0.7235
H -2.1042 1.6774 2.1517
H -0.2517 2.2561 1.0445
H -1.2536 3.5158 0.2979
H -0.9046 0.7605 -0.8978
H -2.8884 2.0856 -1.5654
H -1.7621 1.4579 -2.7697
H -1.9050 4.3935 -1.8222
H -2.3415 3.7234 -3.4003
H -0.7712 3.8624 -4.9462
H 0.8348 4.2001 -4.5274
H -0.2880 5.4438 -4.2137
C 4.8562 0.7260 2.5584
O 3.6848 -0.1342 2.2750
C 3.5053 -1.0662 3.3814
C 2.3625 -2.0383 3.3121
N 1.1948 -1.6385 2.5722
C 0.2801 -0.8926 3.3772
C 0.6937 0.5779 3.6213
O 1.3811 1.1971 2.5371
C 1.9471 2.4430 2.9845
H 4.9864 1.4717 1.7741
H 5.7593 0.1480 2.3623
H 5.0433 1.1131 3.5600
H 3.2124 -0.5903 4.3173
H 4.4998 -1.4469 3.6137
H 2.1689 -2.4725 4.2930
H 2.6960 -2.9431 2.8039
H 0.5912 -2.4422 2.4731
H 0.1880 -1.4605 4.3030
H -0.7044 -0.9011 2.9092
H 1.1546 0.6681 4.6050
H -0.1617 1.2343 3.7814
H 2.5343 2.4032 3.9019
H 1.2532 3.2822 3.0340
H 2.5948 2.6993 2.1461
C -0.0958 -2.6184 -5.6012
C -0.3461 -2.1983 -4.1624
C 1.0275 -2.1813 -3.5183
O -0.7915 -0.8116 -4.2242
H 0.6150 -3.4402 -5.6879
H 0.1812 -1.7918 -6.2555
H -0.9734 -3.0597 -6.0736
H -1.0665 -2.7686 -3.5759
H 1.2506 -1.5534 -2.6557
H 1.7776 -1.8881 -4.2528
H 1.3236 -3.1198 -3.0496
H -1.4486 -0.9015 -4.9183
```



Density functional theory data (ωB97M-V/def2-TZVPD) for a molecular structure, C27H29BBr2Cl2N7O2Ti.

The net charge is -1. The value obtained for the gap between HOMO and LUMO (spin up / spin down) is 4.538 / 4.552 eV. The HOMO energy (spin up / spin down) is -2.47 / -2.48 eV. The energy relative to the best compared isomer or geometry (same formula, charge and spin) comes out at 0.1 kcal per mole. Its strongest force on any atom is 0.013 Eh/bohr.

The geometry in XYZ format:
```
71
C27H29BBr2Cl2N7O2Ti ωB97M-V/def2-TZVPD
Ti -0.8193 0.3575 -1.1028
C -2.5099 -1.1955 1.6945
C -1.2151 -0.5336 2.0199
C -0.5686 -0.4297 3.2613
C 0.6182 0.2319 3.0071
C 1.7203 0.6001 3.9436
N 0.6562 0.5012 1.6893
N -0.4656 0.0339 1.0831
B 1.7803 1.1392 0.8394
N 2.2026 0.1101 -0.2349
N 1.2766 -0.3901 -1.0909
C 1.8758 -1.3154 -1.8359
C 1.1567 -2.0718 -2.9011
C 3.2211 -1.4125 -1.4538
C 3.3879 -0.4914 -0.4372
C 4.6209 -0.1278 0.3206
N 1.2512 2.4099 0.1719
N 0.2063 2.3425 -0.6981
C -0.0542 3.5858 -1.0889
C -1.1269 3.9375 -2.0616
C 0.8351 4.4711 -0.4590
C 1.6465 3.6856 0.3303
C 2.7722 4.0827 1.2277
H -2.9649 -1.5990 2.5987
H -2.3338 -2.0071 0.9891
H -3.2109 -0.5008 1.2315
H -0.9238 -0.7903 4.2127
H 1.4522 0.3007 4.9559
H 1.9070 1.6750 3.9419
H 2.6546 0.1031 3.6759
H 2.7204 1.3946 1.5381
H 0.1028 -2.1808 -2.6515
H 1.6063 -3.0592 -3.0202
H 1.2046 -1.5375 -3.8497
H 3.9735 -2.0624 -1.8707
H 5.4492 -0.7514 -0.0134
H 4.4954 -0.2740 1.3934
H 4.8859 0.9177 0.1546
H -2.0629 3.4540 -1.7911
H -0.8620 3.5962 -3.0618
H -1.2698 5.0185 -2.0704
H 0.8732 5.5421 -0.5719
H 2.9074 5.1627 1.1865
H 3.7089 3.6083 0.9318
H 2.5758 3.8031 2.2641
Cl -8.0732 -0.0935 -1.5435
C -6.3747 0.2915 -1.3036
C -6.0535 1.5540 -0.7911
C -4.7183 1.8412 -0.6186
Cl -4.2761 3.3945 0.0341
C -3.6857 0.9417 -0.9355
O -2.4196 1.2974 -0.7711
C -4.0457 -0.3563 -1.4182
C -3.0848 -1.3472 -1.6829
O -1.8069 -1.1612 -1.4654
C -5.4269 -0.6372 -1.6067
H -6.8170 2.2748 -0.5425
H -3.3871 -2.3172 -2.0695
H -5.7213 -1.6075 -1.9867
Br 3.8495 -3.1961 2.2379
C 2.3896 -3.6400 1.1198
C 2.4821 -4.7049 0.2471
C 1.3856 -4.9822 -0.5511
C 0.2579 -4.1816 -0.4310
N 0.1765 -3.1582 0.4117
C 1.2276 -2.8850 1.1751
H 3.3881 -5.2937 0.1913
H 1.4065 -5.7994 -1.2597
H -0.6173 -4.3572 -1.0471
H 1.1437 -2.0383 1.8471
Br -0.5563 0.8270 -3.6380
```



Density functional theory data (ωB97M-V/def2-TZVPD) for a gas-phase ion, C4H7N2S (charge +1).

The net charge is +1. The value obtained for the gap between HOMO and LUMO (spin up / spin down) is 7.605 / 8.118 eV. The HOMO energy (spin up / spin down) is -13.43 / -14.25 eV. The energy relative to the best compared isomer or geometry (same formula, charge and spin) comes out at 125.5 kcal per mole. Its strongest force on any atom is 0.088 Eh/bohr.

The geometry in XYZ format:
```
14
C4H7N2S ωB97M-V/def2-TZVPD
C 0.3745 0.9670 0.0606
C 1.1841 2.0036 -1.9977
C -1.0319 -1.4289 0.5628
C -0.2058 -0.8688 1.7410
N 0.7067 1.6872 -0.8485
N -0.3748 -1.1136 -0.6266
S -0.0888 0.9359 1.6344
H 0.9055 2.8874 -2.4663
H 2.0162 1.5824 -2.3248
H -0.8346 -2.5940 0.5561
H -2.0249 -0.9319 0.7158
H -0.6158 -1.1507 2.7275
H 0.9166 -1.1553 1.6732
H -0.9270 -0.8203 -1.4073
```



Density functional theory data (ωB97M-V/def2-TZVPD) for a molecular structure, C31H23Cl6F3NO7RuSi.

The net charge is -1. The value obtained for the gap between HOMO and LUMO (spin up / spin down) is 6.877 / 6.905 eV. The expectation value of S² is 6.03. The HOMO energy (spin up / spin down) is -5.97 / -6.43 eV. The energy relative to the best compared isomer or geometry (same formula, charge and spin) comes out at 12.0 kcal per mole. Its strongest force on any atom is 0.083 Eh/bohr. The spin multiplicity is 5.

The geometry in XYZ format:
```
73
C31H23Cl6F3NO7RuSi ωB97M-V/def2-TZVPD
Ru 13.8554 13.6638 9.8282
Cl 17.4906 13.3997 10.0483
C 16.6774 14.8930 9.7422
C 15.3761 14.9617 9.2578
C 15.0569 16.0880 8.5185
Cl 13.9771 15.9492 7.2083
C 15.6269 17.3251 8.8527
Cl 14.7901 18.7570 8.4152
C 16.8047 17.3172 9.6057
Cl 17.5126 18.7545 10.1303
C 17.3967 16.0794 9.9890
Cl 18.9435 16.0341 10.7445
O 12.8963 15.1879 10.5487
C 11.7963 15.1006 9.7871
O 11.7452 14.2642 8.8391
C 10.6720 16.0310 10.1392
C 10.6841 16.7913 11.3255
C 9.6046 17.6038 11.6138
C 8.5975 17.8322 10.7036
C 8.6369 17.1248 9.4678
C 9.6482 16.1949 9.2518
N 7.7156 17.3764 8.3683
O 7.8186 16.5516 7.4509
O 6.9772 18.3776 8.4434
H 11.5667 16.7220 11.9662
H 9.5866 18.1571 12.5599
H 7.8121 18.5858 10.8332
H 9.6635 15.5751 8.3156
F 13.8493 13.5498 14.6215
C 15.0322 13.5417 13.9397
F 15.4196 12.2919 13.6696
F 15.9457 14.0909 14.7037
C 14.7869 14.2329 12.5758
O 14.6877 15.4531 12.4671
O 14.7182 13.3287 11.5967
Cl 12.2716 11.9428 10.4516
C 14.3785 9.7157 5.6334
C 13.7901 10.4606 6.8283
C 13.1909 11.7553 6.3339
C 12.6355 9.6878 7.4462
Si 15.1800 10.9381 8.1441
O 14.9348 12.3160 8.9558
C 16.7576 11.2082 7.2596
C 17.8376 10.3504 7.5227
C 19.0964 10.6618 6.9684
C 19.2632 11.7578 6.1205
C 18.2070 12.5699 5.8055
C 16.9558 12.3130 6.4093
C 15.4222 9.5701 9.4511
C 15.2716 9.9025 10.7761
C 15.3894 8.9776 11.8110
C 15.8139 7.6953 11.4731
C 16.0450 7.3523 10.1568
C 15.8170 8.2668 9.1364
H 13.5116 9.2610 5.0153
H 15.0259 8.8650 5.9540
H 15.0031 10.3777 4.9442
H 12.4498 11.5160 5.5516
H 13.9465 12.4216 5.8647
H 12.7026 12.3548 7.1025
H 11.8421 9.4749 6.7146
H 12.2056 10.1582 8.3373
H 12.9175 8.6843 7.8244
H 17.7591 9.4630 8.1570
H 19.9158 9.9788 7.1824
H 20.2244 11.9921 5.6393
H 18.3125 13.3907 5.0951
H 16.1332 13.0274 6.2175
H 14.9131 10.8961 11.0217
H 15.0884 9.2065 12.8364
H 16.0562 6.9455 12.2645
H 16.4481 6.3469 9.8847
H 16.0205 7.9121 8.1091
```



Density functional theory data (ωB97M-V/def2-TZVPD) for a molecular structure, C4H3CuO2.

The net charge is +1. The value obtained for the gap between HOMO and LUMO (spin up / spin down) is 5.063 / 5.528 eV. The expectation value of S² is 0.78. The HOMO energy (spin up / spin down) is -11.42 / -11.95 eV. The energy relative to the best compared isomer or geometry (same formula, charge and spin) comes out at 84.5 kcal per mole. Its strongest force on any atom is 0.078 Eh/bohr. The spin multiplicity is 2.

The geometry in XYZ format:
```
10
C4H3CuO2 ωB97M-V/def2-TZVPD
C -0.7445 0.4535 2.3001
C -0.4419 0.1040 1.1619
C -0.0605 -0.3139 -0.0695
C 0.4546 0.1780 -1.2080
H 0.5892 -1.6581 -1.4186
H -0.0093 1.0224 -1.7293
O -1.1818 0.8897 3.4258
H -0.4788 1.2178 4.0069
O 0.8838 -0.8176 -2.0364
Cu 0.9891 -1.0759 -4.4328
```



Density functional theory data (ωB97M-V/def2-TZVPD) for a molecular structure, C9H13CdNO2.

The net charge is -2. The value obtained for the gap between HOMO and LUMO (spin up / spin down) is 3.428 / 3.373 eV. The HOMO energy (spin up / spin down) is 2.54 / 2.59 eV. The energy relative to the best compared isomer or geometry (same formula, charge and spin) comes out at 59.8 kcal per mole. Its strongest force on any atom is 0.137 Eh/bohr.

The geometry in XYZ format:
```
26
C9H13CdNO2 ωB97M-V/def2-TZVPD
C 0.9862 2.6588 -0.3019
C 0.6447 2.1835 -1.6125
C 1.4484 1.0296 -1.8942
C 2.2876 0.7886 -0.7594
C 2.0040 1.7935 0.2279
Cd 0.0728 0.4676 -0.0522
N -0.4815 0.6050 1.8112
C -2.4394 0.5284 0.2844
C -2.0720 0.7371 -1.0204
H 1.4179 0.4402 -2.8042
H -0.0809 2.6279 -2.2795
H 2.9994 -0.0187 -0.6513
H 2.4635 1.8762 1.2029
H 0.5445 3.5040 0.2082
H -2.1180 1.7371 -1.4613
H -2.7849 1.3473 0.9183
H -0.7499 0.8352 2.6448
H -1.9138 -0.1095 -1.7013
H -2.5793 -0.4853 0.6774
C -0.3391 -3.8716 1.0508
O -0.5230 -2.4834 0.6731
C 0.4963 -1.6523 0.6010
O 1.6414 -1.9522 0.8267
H 0.0777 -3.9028 2.0568
H 0.3226 -4.3426 0.3238
H -1.3253 -4.3417 1.0310
```



Density functional theory data (ωB97M-V/def2-TZVPD) for 2 unconnected molecules or ions with the total composition C36H42NO2Si.

The net charge is +1. The value obtained for the gap between HOMO and LUMO is 3.180 eV. The HOMO energy is -8.83 eV. The energy relative to the best compared isomer or geometry (same formula, charge and spin) comes out at 81.4 kcal per mole. Its strongest force on any atom is 0.043 Eh/bohr.

The geometry in XYZ format:
```
82
C36H42NO2Si ωB97M-V/def2-TZVPD
C 3.3097 -0.1364 2.4520
O 2.1952 -0.0017 1.5657
C 1.1544 -0.7930 1.4030
C -0.1270 -0.3067 1.7802
C -1.1111 -1.2824 2.0729
C -2.3262 -0.8915 2.6226
C -2.6164 0.4685 2.8287
C -1.6410 1.4390 2.5332
C -0.4058 1.0778 2.0100
H 3.8319 0.8184 2.3535
H 2.9554 -0.2828 3.4792
H 3.9706 -0.9473 2.1240
H 1.3104 -1.8310 1.0917
H -0.8376 -2.3186 1.8658
H -3.0402 -1.6652 2.9035
H -3.5837 0.7597 3.2477
H -1.8490 2.4891 2.7444
H 0.3714 1.8165 1.7879
C 7.0436 1.9502 -5.7461
Si 7.2254 1.8103 -3.9078
C 8.4863 0.5347 -3.4260
C 7.5568 3.4388 -3.0847
O 5.7417 1.3797 -3.2911
C 5.1275 0.1960 -2.8098
C 5.4117 -0.9489 -3.8083
C 6.2882 -2.0051 -3.5303
C 6.4894 -3.0069 -4.4907
C 5.9500 -2.8691 -5.7676
C 5.1772 -1.7507 -6.0804
C 4.8883 -0.8010 -5.0983
C 5.5655 -0.0633 -1.3391
C 6.1040 0.9630 -0.5535
C 6.7071 0.6605 0.6760
C 6.6750 -0.6469 1.1675
C 6.0065 -1.6430 0.4515
C 5.4185 -1.3338 -0.7799
C 3.6272 0.5963 -2.8332
C 3.3165 1.8970 -2.0396
C 2.0690 1.6255 -1.2311
C 1.8700 0.1090 -1.2809
N 2.7402 -0.4146 -2.2902
C 2.6580 -1.7342 -2.5929
C 1.5661 -2.5194 -2.2350
C 1.0136 -3.3853 -3.2546
C 0.2439 -4.5516 -2.9820
C -0.2101 -5.3780 -4.0147
C 0.0536 -5.0588 -5.3589
C 0.7912 -3.9016 -5.6575
C 1.2533 -3.0816 -4.6313
H 8.0223 2.2285 -6.1624
H 6.7254 1.0094 -6.2137
H 6.3176 2.7316 -6.0100
H 9.4708 1.0063 -3.5614
H 8.3890 0.2256 -2.3762
H 8.4316 -0.3569 -4.0639
H 8.5013 3.8432 -3.4722
H 6.7516 4.1574 -3.2895
H 7.6503 3.3254 -1.9963
H 6.8211 -2.0374 -2.5769
H 7.0906 -3.8734 -4.2133
H 6.1400 -3.6360 -6.5198
H 4.7998 -1.5927 -7.0900
H 4.2829 0.0749 -5.3523
H 6.0980 1.9975 -0.9092
H 7.2045 1.4570 1.2401
H 7.1488 -0.8879 2.1243
H 5.9347 -2.6621 0.8390
H 4.8846 -2.1038 -1.3374
H 3.3325 0.7841 -3.8824
H 4.1471 2.1714 -1.3847
H 3.2039 2.7221 -2.7512
H 2.1729 1.9429 -0.1906
H 1.1937 2.1463 -1.6270
H 2.2701 -0.3284 -0.3625
H 0.8252 -0.2171 -1.3632
H 3.4339 -2.1916 -3.2256
H 1.1627 -2.5462 -1.2258
H 0.0363 -4.8156 -1.9413
H -0.7743 -6.2882 -3.7844
H -0.3099 -5.6913 -6.1736
H 1.0058 -3.6436 -6.6991
H 1.8209 -2.1812 -4.8906
```



DFT total energy
In order: -688.4938, -287.7741, -3207.4592, -8523.1476, -663.8747, -5221.7197, -1944.6654, -723.3290, -1891.4329
Unit: a.u.